Entry from OMol25: the molecule C4H2Cl2O2 at a distorted geometry (wB97M-V/def2-TZVPD).

```
10
Properties=species:S:1:pos:R:3:forces:R:3:lowdin_charge:R:1
C 0.5524 -0.1056 0.0613 -1.2 0.9 -0.4 -0.625
C 1.1238 -1.4487 0.1987 0.2 -1.4 -0.3 -0.312
C -0.7988 0.0266 0.0049 1.2 -1.2 0.1 -0.615
C -1.5246 1.2796 0.0166 0.3 2.9 0.3 -0.277
H 0.3314 -2.2240 0.3557 0.7 0.3 0.2 0.084
H -2.6170 1.1771 -0.1965 0.5 0.3 0.2 0.120
O 2.2822 -1.7451 0.0772 -0.1 0.4 0.2 0.077
O -0.9670 2.3570 0.2632 -1.8 -2.2 -0.6 0.004
Cl 1.5520 1.2534 -0.1687 0.5 -0.4 0.2 0.819
Cl -1.8081 -1.3922 -0.1002 -0.4 0.4 0.1 0.726
```
Positions in Å, forces in eV/Å.

Output
2S+1	1
SMILES string	O=C/C(Cl)=C(\Cl)C=O
HOMO energy	-0.3747	hartree
relative energy (zero: lowest compared OMol25 entry of this formula, charge and spin)	121.63	kJ/mol
strongest force on any atom	0.0570	Eh/bohr

***

Entry from OMol25: the molecule C4H7Cl2NS at a distorted geometry (wB97M-V/def2-TZVPD).

```
15
Properties=species:S:1:pos:R:3:forces:R:3:lowdin_charge:R:1
C 1.2489 0.0604 -0.3904 -0.5 -0.2 0.3 -0.209
C 0.4472 -0.5786 0.4133 -2.1 0.1 -1.8 -0.335
C 2.5225 0.4986 0.1935 -0.3 -0.4 -1.7 -0.072
C -2.3058 0.2352 0.6963 2.2 -0.2 1.9 -1.331
N -1.1386 -0.8215 -1.6937 0.3 0.4 -1.5 -0.384
S -1.1209 -1.1743 -0.2174 -0.6 -0.3 2.9 0.801
Cl -1.9196 1.6809 -0.1789 -0.4 0.6 -0.2 0.565
Cl -3.9046 -0.3524 0.5369 -1.0 -0.2 -0.3 0.556
H 0.8699 0.1636 -1.3807 0.6 0.3 -1.1 0.081
H 0.6702 -0.5042 1.4118 -0.2 -0.7 2.5 0.059
H 3.2003 -0.2905 -0.0475 1.1 -0.2 0.1 0.089
H 2.8030 1.4134 -0.2008 1.1 1.7 -1.3 0.059
H 2.4662 0.7160 1.2050 -0.2 -0.3 2.2 0.062
H -2.1113 0.4474 1.8284 -0.1 -0.7 -2.2 0.066
H -1.7273 -1.4942 -2.1759 0.0 0.0 0.0 -0.007
```
Positions in Å, forces in eV/Å.

Output
2S+1	1
HOMO energy	-0.3228	hartree
relative energy (zero: lowest compared OMol25 entry of this formula, charge and spin)	203.21	kJ/mol
strongest force on any atom	0.0577	Eh/bohr

***

Entry from OMol25: a 14-piece molecular cluster, C29H91N23O14 overall at a distorted geometry (wB97M-V/def2-TZVPD).

```
157
Properties=species:S:1:pos:R:3:forces:R:3:mulliken_spin:R:1
C -10.3529 -13.2169 10.6470 1.0 1.9 0.2 -0.001
O -10.5737 -14.1079 11.3861 -1.4 -4.2 1.8 0.000
N -10.4144 -11.9614 11.0614 -0.2 2.7 -0.1 0.000
N -9.8554 -13.2580 9.4203 1.0 -0.9 -3.3 0.001
H -10.0880 -11.3365 10.3382 -0.5 0.9 1.1 0.000
H -10.8971 -11.6753 11.9012 0.3 -0.1 -0.3 0.000
H -9.6619 -12.4072 8.9116 -0.1 -0.4 0.1 0.000
H -9.7184 -14.1002 8.8800 -0.1 0.0 0.6 0.000
C -13.1565 -15.3588 16.1765 -1.2 0.9 -0.3 0.000
O -12.7980 -14.2530 15.7469 0.0 -0.2 -0.6 0.000
N -13.0645 -15.6135 17.4683 0.6 0.4 1.3 -0.003
N -13.8521 -16.2746 15.4868 -0.3 -0.3 -1.3 0.000
H -13.1348 -16.5579 17.8192 0.4 0.1 0.2 0.000
H -12.4033 -14.9224 17.7928 0.1 -0.7 1.2 0.000
H -13.8854 -17.2352 15.7970 -0.2 0.3 -0.2 0.000
H -14.1956 -15.9853 14.5821 0.2 -0.7 0.0 0.000
C -12.6625 -13.2573 20.2609 0.3 -0.9 -0.6 0.006
O -11.7412 -13.6194 20.9687 0.6 0.1 0.5 -0.036
N -13.9392 -13.3100 20.5564 -2.6 -0.6 3.1 -0.003
N -12.5962 -12.8988 19.0040 2.7 1.0 -2.7 0.002
H -14.5625 -12.7707 19.9727 -0.2 -0.1 0.9 -0.002
H -14.0046 -13.4037 21.5599 -1.2 0.1 0.0 0.002
H -13.3953 -12.8089 18.3928 0.6 0.0 0.0 0.001
H -11.6311 -12.8171 18.7176 -0.2 0.4 -1.0 0.004
C -8.5758 -20.6871 16.3051 -1.0 0.3 -1.0 0.021
O -7.6229 -19.9549 16.2549 1.5 0.4 -0.6 -0.005
N -9.1695 -21.2084 15.2225 0.3 -0.6 -3.1 -0.004
N -9.3182 -20.9594 17.3393 -1.2 -0.5 3.3 -0.015
H -8.7221 -20.9595 14.3519 -0.3 -0.5 0.0 0.001
H -9.8512 -21.9526 15.2649 0.4 0.3 -0.2 -0.004
H -9.0936 -20.4762 18.1974 0.1 -0.1 0.5 0.026
H -10.1964 -21.4260 17.1632 0.3 0.4 0.6 0.013
C -7.6532 -13.3461 20.3638 -2.9 0.5 -2.2 2.416
O -8.1536 -12.8077 19.3719 -0.3 0.7 -0.5 -0.625
N -8.3582 -14.1213 21.1732 -0.3 -0.5 0.5 -0.569
N -6.3944 -13.2640 20.6321 3.1 0.5 0.8 -0.124
H -7.8090 -14.4356 21.9604 -1.0 -0.6 0.6 -0.335
H -9.3618 -14.1287 21.0600 0.1 -0.2 0.5 0.075
H -5.8283 -12.5932 20.1325 0.1 -0.5 0.2 -0.064
H -6.0800 -14.0019 21.2459 1.2 0.1 0.3 -0.314
C -13.3682 -16.2360 12.2092 -2.5 0.2 -0.9 0.000
O -14.4384 -16.8161 12.3212 -0.9 -1.2 0.9 0.000
N -13.2831 -14.9511 12.4148 -0.5 3.2 1.1 0.000
N -12.3064 -16.7553 11.6943 3.1 -2.6 -1.3 0.000
H -12.5007 -14.4023 12.0881 -0.1 0.1 0.3 0.000
H -14.1472 -14.5623 12.7646 0.5 0.5 -0.2 0.000
H -11.4518 -16.2230 11.6142 0.0 -0.3 -0.1 0.000
H -12.3574 -17.7518 11.5380 0.4 0.3 -0.1 0.000
C -10.4340 -11.4740 16.8143 2.6 -0.3 -0.1 0.006
O -9.8967 -10.4151 16.8664 1.9 3.6 1.9 -0.002
N -10.0994 -12.5972 17.4294 1.1 -1.5 2.9 -0.036
N -11.2097 -11.7178 15.8481 -5.1 -1.6 -4.5 0.001
H -9.4606 -12.5221 18.2082 0.4 -0.3 0.3 0.056
H -10.5417 -13.4913 17.2711 0.2 0.2 -0.3 -0.014
H -11.6149 -12.6420 15.8920 -0.8 0.2 -1.2 0.000
H -11.3833 -11.0153 15.1435 -0.2 -0.4 0.4 -0.001
C -7.1598 -18.5262 19.1943 1.0 2.7 -1.4 1.142
O -7.7251 -19.5657 19.4256 -1.2 -2.1 0.4 -0.408
N -6.8342 -18.0462 17.9933 0.2 -0.3 -2.0 -0.259
N -6.8455 -17.6169 20.1154 -0.6 -0.7 2.7 0.387
H -7.0289 -18.6434 17.2024 0.2 0.1 -0.1 0.022
H -6.3673 -17.1576 17.8813 -0.2 -0.4 -0.1 -0.111
H -6.4324 -16.7027 19.9984 -0.1 -0.1 0.2 -0.507
H -7.1544 -17.9769 21.0071 0.5 0.9 0.7 -0.073
C -10.3268 -16.9069 23.3928 0.1 -1.8 1.2 0.947
O -11.4369 -16.8944 23.8403 -3.1 1.0 0.6 -0.165
N -9.3202 -17.2945 24.1274 3.5 -0.8 1.6 0.233
N -10.0277 -16.7537 22.1213 -1.2 1.5 -3.0 -0.869
H -9.3870 -17.6383 25.0748 -0.3 0.2 -0.4 -0.113
H -8.4582 -17.4198 23.6162 0.5 0.0 0.6 -0.323
H -10.9118 -16.5506 21.6772 0.4 0.0 -0.9 0.216
H -9.2597 -17.1440 21.5940 0.1 0.2 0.3 0.108
C -7.0285 -14.1180 13.4703 -0.3 -0.1 -0.1 0.005
C -6.3065 -15.0658 14.3978 0.5 -0.6 1.7 0.016
C -6.1078 -14.6106 15.8900 0.3 1.3 -1.7 -0.081
O -5.4513 -15.5698 16.6837 0.3 -0.5 -0.9 -0.265
C -5.1344 -15.0975 17.9693 -0.9 0.2 0.1 0.592
N -7.0365 -16.3263 14.5295 0.6 -0.1 -0.7 -0.021
H -6.8072 -14.4854 12.4682 -0.1 0.2 -0.2 -0.001
H -6.6853 -13.0869 13.5548 -0.1 0.0 0.0 -0.001
H -8.1095 -14.2066 13.5788 0.1 0.4 0.2 0.001
H -5.3468 -15.2207 13.9046 0.5 -0.3 0.5 0.001
H -7.0920 -14.3872 16.3019 -0.2 0.2 0.2 -0.017
H -5.5189 -13.6955 15.8283 0.1 0.4 0.5 -0.030
H -4.8700 -15.9558 18.5871 0.3 0.1 0.0 -0.065
H -6.0374 -14.6399 18.3733 -0.1 0.1 0.4 -0.031
H -4.3601 -14.3303 17.9697 0.3 -0.1 -0.1 0.019
H -6.7077 -16.6754 15.4184 -0.1 -0.8 0.0 -0.002
H -7.9786 -15.9975 14.6859 -0.5 -0.4 -0.2 0.003
C -9.9386 -17.9338 14.0238 0.4 -0.9 -0.2 0.008
C -10.3696 -16.8615 14.9762 -1.3 1.8 0.5 -0.009
C -10.0755 -17.1135 16.4410 0.0 -0.6 0.7 -0.040
O -10.3316 -15.9974 17.3649 0.5 -1.1 -0.7 -0.036
C -10.0548 -16.2930 18.7570 1.8 0.0 -0.9 -0.027
N -9.7967 -15.5839 14.6040 0.2 0.7 -0.9 0.010
H -10.0171 -18.9090 14.5042 -0.1 -0.2 -0.1 0.002
H -8.9241 -17.8201 13.6417 0.1 0.1 0.4 -0.005
H -10.5991 -17.9268 13.1567 0.0 -0.1 0.1 0.002
H -11.4256 -16.6999 14.7595 -0.5 -0.6 0.7 0.000
H -9.0504 -17.4812 16.3966 0.6 0.5 0.8 -0.012
H -10.6292 -17.9886 16.7812 -0.4 -0.1 0.2 0.007
H -8.9848 -16.4340 18.9096 0.5 -0.1 -0.4 0.409
H -10.4336 -17.2505 19.1146 -0.9 0.2 0.0 -0.022
H -10.1968 -15.4026 19.3694 -1.0 -0.1 -0.1 -0.138
H -10.4625 -15.1984 13.9496 0.3 0.7 -0.2 0.000
H -9.6728 -14.9150 15.3505 -0.4 -0.1 0.4 0.002
C -3.8271 -19.3179 10.1182 0.1 0.1 1.2 0.000
C -4.4735 -20.5136 10.9186 -0.1 0.0 -2.7 0.000
C -5.9722 -20.6823 10.5868 0.3 0.4 1.1 0.001
O -6.7624 -19.5600 10.7834 -1.3 1.6 -0.7 0.000
C -6.7225 -18.8077 12.0075 1.3 0.0 -1.1 -0.004
N -3.7988 -21.7655 10.4984 -0.2 -0.2 1.1 0.000
H -4.2627 -18.3773 10.4552 0.2 0.1 0.2 0.000
H -3.8400 -19.2237 9.0324 -0.8 -1.0 -0.2 0.000
H -2.7518 -19.3088 10.2964 0.0 0.1 0.5 0.000
H -4.3851 -20.4045 11.9995 0.5 0.2 -0.1 0.000
H -6.4639 -21.4340 11.2042 0.6 -0.9 0.2 0.000
H -6.0352 -20.9988 9.5456 -0.3 0.2 -0.1 0.000
H -7.2638 -17.8739 11.8555 -0.5 -0.4 0.0 0.001
H -5.6959 -18.4539 12.1024 0.2 -0.1 0.7 0.000
H -7.0401 -19.3537 12.8959 -0.1 -0.1 0.0 0.000
H -3.9316 -22.0009 9.5253 0.0 0.7 -0.5 0.000
H -4.3586 -22.4831 10.9364 0.3 -0.6 0.4 0.000
C -13.1306 -24.2076 21.4546 -0.5 -0.3 -1.2 0.003
C -12.6090 -23.1060 22.3231 1.6 1.2 -2.3 0.002
C -11.9902 -21.9665 21.4189 1.4 1.3 1.5 -0.022
O -11.5047 -20.7877 22.2115 -2.2 -2.0 0.7 -0.040
C -10.5543 -19.9835 21.5950 0.8 -1.4 -0.8 -0.056
N -13.6940 -22.6067 23.0537 -1.2 0.2 1.5 -0.001
H -12.3743 -24.6217 20.7878 0.1 -0.4 0.3 -0.002
H -13.9395 -23.8864 20.7984 0.0 0.6 -0.1 0.000
H -13.6546 -24.9563 22.0487 0.6 -0.4 0.2 0.000
H -11.8852 -23.5696 22.9934 0.8 0.3 -0.2 0.000
H -12.6543 -21.5084 20.6859 -0.6 -0.6 0.0 0.009
H -11.1264 -22.3708 20.8912 0.2 -0.1 -0.2 -0.002
H -9.7675 -20.6875 21.3241 0.9 0.5 -0.1 -0.012
H -10.1885 -19.2094 22.2696 -0.3 -0.3 -0.1 0.065
H -10.8833 -19.5821 20.6365 -0.4 0.5 -0.1 0.062
H -14.0514 -23.4824 23.4078 -1.0 0.1 0.6 0.000
H -13.3075 -22.1655 23.8759 -0.2 0.6 0.2 0.000
C -13.2918 -16.9394 20.7181 0.5 1.0 0.8 -0.004
C -14.5816 -17.2660 20.0773 0.6 -0.1 0.1 -0.001
C -14.4250 -18.6140 19.3930 -0.7 0.1 -1.3 0.002
O -13.4213 -18.6711 18.3397 -0.7 1.6 1.5 0.000
C -12.9896 -19.9403 18.0412 0.7 -0.8 -0.7 0.016
N -15.6040 -17.3170 21.1515 0.0 -0.6 -1.1 0.001
H -13.1037 -17.7309 21.4435 0.7 0.0 0.1 0.001
H -13.4035 -15.9990 21.2577 0.2 0.0 0.2 0.019
H -12.4815 -16.7789 20.0069 0.0 -0.4 0.1 -0.015
H -14.8027 -16.4847 19.3501 -0.5 -0.1 0.0 0.000
H -15.3717 -18.7459 18.8690 -0.3 -0.8 0.1 -0.001
H -14.2485 -19.3778 20.1503 0.1 -0.2 0.0 0.002
H -13.8019 -20.6125 17.7647 -0.2 -0.1 -0.2 -0.005
H -12.4049 -20.4380 18.8149 -0.1 0.2 0.5 0.001
H -12.2941 -19.8128 17.2117 -0.1 -0.2 -0.3 0.003
H -15.2594 -17.9384 21.8693 0.6 0.2 0.6 0.000
H -16.3366 -17.9170 20.8001 -0.9 0.2 -0.3 0.000
```
Positions in Å, forces in eV/Å.

Output
2S+1	2
HOMO energy (spin up / spin down)	0.0004 / -0.2433	hartree
relative energy (zero: lowest compared OMol25 entry of this formula, charge and spin)	3.79	kJ/mol
strongest force on any atom	0.1357	Eh/bohr
charge	-1
<S²>	0.751

***

Entry from OMol25: a 2-piece molecular cluster, C4H12NOS overall (wB97M-V/def2-TZVPD).

```
19
Properties=species:S:1:pos:R:3:forces:R:3:lowdin_charge:R:1
C 1.9510 -0.3679 0.9415 -0.6 -0.4 -0.6 -0.137
N 0.8635 0.2597 0.1893 0.3 0.2 0.1 -0.125
C -0.4840 -0.2530 0.5439 0.2 0.2 -0.2 -0.535
C -0.8722 -1.4077 -0.3693 -0.6 -0.5 0.5 -0.728
S -2.4057 -2.2565 0.1932 0.1 0.1 -0.1 0.080
C -1.4762 0.8903 0.5374 -0.3 0.6 -0.1 -0.108
H 1.9654 -0.0987 2.0082 0.2 0.0 -0.1 0.072
H 1.8186 -1.4495 0.8510 0.0 0.0 0.2 0.073
H 2.8829 -0.1476 0.4323 0.4 0.2 0.3 0.063
H 0.9316 1.2619 0.3238 -0.3 0.0 0.3 0.085
H -0.4703 -0.6573 1.5582 0.1 -0.1 0.2 0.107
H -0.9957 -1.0536 -1.3910 0.1 0.1 -0.2 0.032
H -0.0896 -2.1717 -0.3412 0.2 0.3 -0.2 0.025
H -1.2827 1.5860 1.3715 0.0 -0.2 -0.2 0.071
H -2.4996 0.5266 0.6111 0.1 -0.3 0.2 0.034
H -1.4604 1.4791 -0.3931 0.3 -0.1 0.0 0.066
H -0.1661 1.0659 -2.5745 0.0 -0.1 -0.1 0.015
H 1.0758 1.3555 -1.7990 0.0 -0.4 -0.1 -0.003
O 0.7136 1.4386 -2.6933 0.0 0.3 0.1 -0.087
```
Positions in Å, forces in eV/Å.

Output
2S+1	1
HOMO energy	-0.0891	hartree
relative energy (zero: lowest compared OMol25 entry of this formula, charge and spin)	48.24	kJ/mol
strongest force on any atom	0.0190	Eh/bohr
charge	-1